Entry 1:
45
Properties=species:S:1:pos:R:3:forces:R:3 method="wB97M-V/def2-TZVPD" molar_mass_g_mol=311.8 gap_ev=2.874 e_above_lowest_ev=0.884 charge=+1 homo_ev=-9.568 e_tot_ev=-36561.7847
C 132.4630 153.7750 133.4800 -2.16 -1.60 2.80
N 133.4330 153.0730 132.6600 0.83 -0.51 1.44
C 134.4280 152.4320 133.4240 -2.74 -3.25 -6.84
C 134.8430 151.1830 132.9820 0.26 -0.83 0.85
C 134.2190 150.5950 131.7510 1.28 1.00 1.51
C 133.3090 151.4220 130.9580 3.81 -1.88 4.16
C 132.9750 152.6070 131.4470 1.73 0.49 2.56
C 134.6820 149.2520 131.3930 0.72 -3.02 -2.08
C 135.5120 148.3720 132.3550 -3.48 3.46 -3.06
C 135.7200 147.1250 131.9950 0.26 -0.25 -2.79
N 135.4240 146.6460 130.7100 -0.47 0.30 1.78
C 134.8290 147.3360 129.7440 0.87 4.22 5.52
C 134.4180 148.6500 130.0140 0.34 1.90 2.80
C 135.3630 145.2400 130.6240 5.19 -2.23 0.82
H 131.6420 154.2540 132.9760 0.13 0.18 -0.65
H 132.7950 154.3860 134.2970 1.18 0.88 -0.35
H 131.9650 152.9660 134.1880 0.56 1.12 -1.81
H 134.8150 152.7270 134.2790 1.01 2.43 3.97
H 135.6190 150.6630 133.8400 -2.28 1.16 -3.31
H 132.9870 151.1570 130.0530 -1.24 -1.29 -3.35
H 132.4290 153.2490 130.8650 -1.77 1.68 -0.78
H 135.7830 148.5900 133.3480 0.15 0.89 0.82
H 136.2920 146.5980 132.7050 0.29 -1.72 0.07
H 134.8030 147.0310 128.8220 -0.36 -2.83 -5.22
H 133.9020 149.1900 129.1590 0.77 -0.52 1.46
H 135.9740 144.8330 131.4950 -1.54 0.11 -1.02
H 135.8230 144.7610 129.7620 0.94 0.90 -0.70
H 134.4420 144.8930 130.4370 -3.85 -1.08 0.58
Cl 136.6770 145.9770 126.9630 -0.45 0.27 0.74
C 129.0100 144.2660 126.0380 6.60 0.39 5.38
O 129.9080 145.1840 125.4660 -0.50 -0.09 0.46
C 130.2940 144.7810 124.2060 -3.48 -8.08 1.69
C 131.3060 145.5290 123.7860 8.22 4.21 -1.78
O 132.4230 145.3840 124.6640 0.84 -1.24 2.21
C 133.7750 145.6660 124.3470 -2.46 6.05 4.61
H 128.9880 144.5560 127.1400 0.26 -0.60 -1.03
H 129.1710 143.2130 125.9990 0.84 -0.76 -0.58
H 128.1530 144.4950 125.7760 -8.54 1.69 -3.08
H 129.5320 144.7080 123.4350 -0.77 0.21 0.09
H 130.6550 143.6250 124.3890 -0.58 2.30 -0.95
H 131.0870 146.5280 123.9240 -1.20 2.65 0.06
H 131.7170 145.5350 122.7930 -0.52 -0.97 -1.01
H 134.5100 145.2940 125.0080 0.06 -0.66 1.57
H 133.9890 146.8510 124.3510 -0.50 -2.36 -0.33
H 133.9760 145.2660 123.5180 1.75 -2.72 -7.21

---

Entry 2:
219
Properties=species:S:1:pos:R:3:forces:R:3 method="wB97M-V/def2-TZVPD" molar_mass_g_mol=1322.8 gap_ev=8.380 homo_ev=-7.841 e_tot_ev=-120038.7275
C 23.3706 15.0006 12.3549 1.14 -0.93 -1.55
C 23.3931 13.8377 13.3439 1.75 -1.79 0.07
C 22.1329 13.1141 13.0229 -0.99 0.68 -1.12
O 21.1998 14.1692 12.7412 -0.18 -0.41 0.25
C 21.9113 14.9780 11.8323 0.64 0.47 0.46
H 24.1671 14.8438 11.5523 -1.27 0.14 0.71
H 23.6094 15.9382 12.7854 0.10 0.87 0.69
H 23.3349 14.1829 14.3675 0.32 0.06 0.27
H 24.2425 13.0450 13.2134 -1.10 1.80 0.39
H 21.7154 12.4934 13.7816 -0.21 -0.45 0.63
H 22.2455 12.5602 12.0828 0.09 -0.37 0.11
H 21.4657 15.9731 11.8699 -0.04 -0.11 -0.43
H 21.9007 14.5104 10.8526 -0.29 0.18 -0.45
C 22.3476 20.0592 22.4784 -0.87 0.02 0.93
C 22.3178 21.1142 21.3710 0.93 0.17 0.03
C 20.9554 21.8055 21.5004 -0.74 -0.95 -1.92
O 20.1942 21.1746 22.5180 1.25 -2.15 0.27
C 20.8248 19.8449 22.6604 -0.35 -1.47 1.02
H 22.6006 20.3817 23.5130 0.61 0.48 -0.98
H 22.9976 19.1811 22.2563 -0.91 0.45 0.01
H 22.4899 20.6254 20.3712 -0.36 0.52 0.97
H 23.0811 21.8664 21.5033 0.52 0.08 -0.09
H 20.4750 21.6579 20.5025 -0.21 0.24 0.68
H 20.9419 22.8572 21.6795 0.38 0.71 0.34
H 20.4331 19.0869 21.9450 -0.06 0.85 0.01
H 20.6370 19.3821 23.6894 -0.17 1.07 -1.24
C 20.7990 16.2843 22.0115 -2.05 -0.58 -1.01
C 21.1202 15.8482 20.5647 0.96 -0.21 0.54
C 21.5478 14.3731 20.7866 -0.46 0.24 -1.73
O 21.6649 14.1874 22.1788 -0.24 -0.73 -0.18
C 20.6207 14.9824 22.7459 -0.87 -0.39 -0.14
H 19.9018 16.8969 21.9877 0.04 0.28 0.46
H 21.6213 16.7366 22.4968 0.87 1.04 0.11
H 21.9577 16.4873 20.2835 0.03 -0.18 -0.61
H 20.3355 15.8825 19.7949 0.01 0.43 0.64
H 22.4444 14.1284 20.1925 0.19 0.03 1.01
H 20.7635 13.7452 20.2856 0.42 0.27 0.93
H 20.7711 15.0863 23.8077 0.37 -0.13 0.38
H 19.5929 14.5392 22.6326 0.88 0.13 -0.34
C 20.3518 19.0777 14.4575 -1.44 1.30 -0.46
C 21.4678 20.0834 14.6035 0.76 1.44 0.88
C 22.5898 19.4316 13.7766 -1.39 0.04 0.19
O 22.4130 18.0487 13.9934 -0.87 -0.93 0.03
C 21.0216 17.7648 14.4433 2.76 -0.55 1.98
H 19.9008 19.3075 13.4739 -0.01 -0.43 0.26
H 19.5220 19.1781 15.1800 0.58 -0.09 -0.07
H 21.8047 20.2091 15.6614 -0.28 -0.20 -0.66
H 21.1606 21.0973 14.2340 0.37 -0.86 0.26
H 23.5978 19.6887 14.0707 0.20 0.26 -0.01
H 22.3973 19.6509 12.7241 0.36 0.16 -0.23
H 21.1701 17.2686 15.4786 -0.61 0.82 -1.60
H 20.6140 17.0726 13.7664 -0.66 -1.06 -0.84
C 21.8281 9.5463 12.8665 -0.70 -0.08 -1.02
C 21.6972 9.6045 14.3898 1.31 0.15 -0.32
C 23.1509 9.6628 14.8515 1.24 2.19 0.34
O 23.9135 10.1283 13.7360 -0.05 0.13 -0.01
C 23.3248 9.5589 12.5836 -0.37 1.85 0.22
H 21.3875 10.4725 12.5367 -0.14 0.24 -0.61
H 21.2677 8.7313 12.3466 0.56 0.45 0.59
H 21.3376 8.6792 14.7794 -1.29 -0.14 0.56
H 21.2173 10.5777 14.6166 -0.25 -1.18 0.54
H 23.6571 8.7496 15.1607 -0.64 -0.38 0.43
H 23.3037 10.4879 15.6028 -0.13 -1.15 -0.22
H 23.6829 8.6059 12.3972 0.82 -2.30 -0.14
H 23.6913 10.1744 11.7667 -0.47 0.16 -0.34
C 17.2649 13.3782 16.8661 -1.66 -1.29 0.50
C 17.2780 13.5880 15.3884 -0.09 0.21 -1.51
C 18.6399 14.1115 15.0939 2.03 -0.50 -0.91
O 19.2137 14.4378 16.3477 1.00 0.94 -0.21
C 18.2180 14.3858 17.3451 1.74 0.47 1.06
H 17.5202 12.3223 17.1605 -0.28 1.12 -0.17
H 16.2530 13.6458 17.1449 -0.21 -0.56 0.84
H 16.5160 14.2946 15.0068 0.17 -0.54 0.33
H 17.2383 12.6736 14.8488 -0.82 -0.88 -0.55
H 18.6651 14.9039 14.3494 -0.11 0.62 0.25
H 19.3599 13.3886 14.6465 -0.70 -0.03 0.20
H 17.7900 15.3802 17.4628 -0.44 0.07 0.15
H 18.7938 14.1495 18.2620 -0.65 0.04 -0.13
C 23.5516 9.6780 19.8792 -0.51 0.83 -0.11
C 22.6916 8.4963 19.5099 -0.69 -0.77 -0.14
C 21.3161 9.1503 19.2673 1.57 1.31 -0.59
O 21.2100 10.0533 20.3777 1.39 0.32 -0.67
C 22.5729 10.6318 20.5665 -1.94 -0.07 0.22
H 23.8808 10.2070 18.9787 0.50 -0.41 0.09
H 24.3541 9.3720 20.5330 0.47 0.23 -0.04
H 22.5494 7.8226 20.3537 0.16 0.05 0.28
H 23.1380 7.8663 18.7299 -0.37 0.38 -0.20
H 20.4896 8.4914 19.4020 -0.64 -0.52 -0.60
H 21.3739 9.7177 18.2508 -0.60 -0.86 1.47
H 22.6641 10.7082 21.6375 0.31 -0.03 0.39
H 22.5291 11.6632 20.1805 0.35 -0.41 -0.13
O 14.5100 17.2400 19.2544 -0.18 0.13 -0.53
C 14.2106 17.6420 18.1451 0.56 -1.04 0.60
O 13.6976 16.8383 17.1897 0.48 2.20 -0.05
C 13.6360 15.4604 17.4410 -0.82 -0.99 -0.22
C 12.5675 15.1164 18.4834 0.35 0.89 -0.94
C 14.5361 19.0177 17.6989 -1.54 1.07 -1.90
H 14.6256 15.0805 17.6952 0.03 0.03 0.29
H 13.3540 15.0383 16.4617 0.18 0.08 0.45
H 12.8312 15.6549 19.4207 -0.65 -0.71 -0.55
H 12.6380 14.0486 18.5196 -0.24 -0.71 0.70
H 11.5756 15.3833 18.0370 0.71 0.00 0.73
H 13.6407 19.5908 17.2907 0.70 -0.67 1.04
H 15.1030 18.9886 16.7725 0.52 -0.32 -0.01
H 15.0701 19.5862 18.4352 0.01 0.13 0.44
O 11.5224 15.8616 14.6493 -1.28 -0.98 -0.02
C 10.5549 15.1156 14.5319 0.47 1.52 0.06
O 10.6494 13.8094 14.2628 0.19 0.46 1.12
C 11.9691 13.2661 14.5419 -0.77 -0.41 0.09
C 12.2210 12.3651 13.4142 0.18 -2.50 -0.21
C 9.1224 15.6061 14.6923 1.13 0.69 -0.89
H 11.9990 12.7343 15.4978 -0.49 0.19 -0.01
H 12.6677 14.0623 14.5943 0.61 0.66 -0.01
H 12.5869 12.8693 12.5538 -0.24 0.61 -1.02
H 11.3189 11.7224 13.1956 0.96 0.78 0.03
H 13.0387 11.6818 13.6657 -0.08 -0.07 0.05
H 8.5656 15.4941 13.7668 -0.18 -0.58 -0.01
H 9.1853 16.6888 14.8183 -0.06 -0.20 0.48
H 8.6721 15.0963 15.5222 -0.44 -0.14 0.27
O 13.2818 20.7561 13.4527 0.21 -1.07 0.23
C 13.7764 19.7393 13.9221 -1.35 1.86 -1.07
O 15.0300 19.6787 14.3210 1.32 0.84 -0.28
C 15.7415 20.9137 14.0266 0.16 -0.77 -0.09
C 16.9986 20.7972 14.8212 -0.16 0.78 0.53
C 13.1352 18.4751 14.2106 -0.24 -0.55 1.04
H 15.0577 21.7105 14.2367 0.06 0.66 0.53
H 15.8929 20.9666 12.9504 0.25 -0.15 -0.14
H 16.8064 20.7353 15.8787 -0.28 0.55 0.60
H 17.7525 21.5362 14.6204 0.09 0.65 -0.07
H 17.4547 19.8761 14.6474 0.73 -1.53 -0.84
H 13.7813 17.6926 13.8119 -0.52 -0.33 -0.06
H 12.0796 18.4425 13.9696 0.16 -0.22 -0.25
H 13.2662 18.4445 15.3031 -0.41 -0.64 -0.20
O 16.4085 12.4819 19.8114 0.13 0.48 0.34
C 17.3888 12.9486 20.3515 1.32 -2.18 -0.66
O 17.5437 14.1858 20.7520 0.68 0.18 0.87
C 16.5361 15.1587 20.5192 -0.98 0.02 -0.38
C 16.5587 16.2289 21.5437 -1.48 0.76 -1.13
C 18.6857 12.0819 20.6192 -1.81 1.47 0.30
H 15.5366 14.7227 20.4836 0.22 -0.30 -0.34
H 16.8063 15.6163 19.5821 -0.28 0.04 -0.63
H 17.5186 16.6301 21.5545 1.83 0.76 0.68
H 16.1545 15.9558 22.4877 0.01 -0.32 0.93
H 15.9239 17.0400 21.1337 0.18 -0.44 0.35
H 18.4528 11.0585 20.4638 -0.05 -0.79 -0.48
H 18.9394 12.1985 21.6491 0.12 0.09 0.97
H 19.5746 12.4170 20.1185 -0.03 -0.02 -0.74
O 22.9614 17.5721 16.7866 1.47 -1.67 -0.03
C 23.8358 16.8136 16.3308 -2.79 0.24 0.82
O 23.8436 15.4755 16.4787 -0.93 0.20 1.00
C 22.6910 14.7899 17.2356 0.58 2.70 -0.21
C 23.1799 13.4361 17.6203 -0.04 -0.05 -0.81
C 24.8821 17.3230 15.4455 1.86 -0.25 0.50
H 21.8887 14.7791 16.5126 -0.37 -0.18 -0.12
H 22.3318 15.4708 18.0988 0.97 -1.11 -1.26
H 23.2882 12.7793 16.7217 0.01 0.49 0.78
H 22.4014 13.0597 18.2648 -0.09 -0.64 0.29
H 24.1228 13.5292 18.1511 0.06 -0.24 0.12
H 24.8539 18.3934 15.5320 0.25 0.40 -0.07
H 24.6861 17.0428 14.4329 -0.27 -0.23 -0.61
H 25.8839 16.9108 15.7121 -0.69 0.36 -0.11
O 16.2296 16.2722 13.1899 -0.10 -0.09 -0.46
C 16.9527 17.0854 13.6975 -0.27 0.63 0.32
O 17.5287 18.1189 13.0073 0.14 -0.99 2.24
C 17.2472 18.2398 11.6526 1.22 0.48 -1.41
C 18.1634 17.3535 10.8168 -0.01 -1.81 0.60
C 17.2647 17.0940 15.1761 1.20 0.79 -0.94
H 17.5064 19.2688 11.4336 -0.28 0.37 -0.11
H 16.2129 18.0763 11.4712 -0.92 -0.27 -0.28
H 19.2337 17.5655 11.0169 -0.60 0.28 -0.38
H 17.9204 17.3410 9.7296 0.26 0.18 0.84
H 18.0368 16.3042 11.2252 0.08 0.97 -0.74
H 16.7620 16.2904 15.6725 -0.12 -0.39 0.16
H 17.0208 18.0380 15.6355 -0.42 0.37 0.04
H 18.3608 17.0632 15.2747 -0.30 -0.41 0.15
O 13.5722 12.1051 17.3925 0.63 -0.23 -1.20
C 13.9550 10.9533 17.2733 -1.30 0.09 1.13
O 13.9557 10.1604 18.3420 -0.37 0.64 1.11
C 13.5284 10.8576 19.6593 3.11 0.53 -1.93
C 13.9433 9.8724 20.6675 -0.72 -2.35 0.39
C 14.2442 10.2102 15.9892 -0.51 0.50 -0.85
H 12.5015 11.0906 19.6084 -1.17 0.14 -0.17
H 14.1519 11.7962 19.7366 -0.82 -0.99 -0.24
H 13.8323 10.2625 21.6747 0.47 0.11 0.12
H 14.9309 9.4390 20.4158 -0.28 0.74 0.55
H 13.2671 8.9761 20.6312 0.38 0.70 0.01
H 13.4187 10.4784 15.2825 0.64 -0.32 0.61
H 14.3128 9.1203 16.0641 -0.09 0.36 0.38
H 15.1563 10.5757 15.5212 0.12 0.14 0.08
N 17.2874 20.3723 22.5245 -3.86 -1.01 -0.12
C 16.8090 20.7080 23.7691 1.38 1.32 0.28
C 15.4557 20.5695 23.8384 0.78 -0.34 -0.31
C 15.0577 20.0515 22.5953 -1.13 -0.53 -0.54
C 16.1551 19.9034 21.8077 1.64 0.33 -0.82
H 18.2142 20.3116 22.2030 1.19 0.26 -0.05
H 17.4482 21.2687 24.4432 0.04 -0.48 0.07
H 14.8560 20.7723 24.6882 -0.39 0.23 0.47
H 14.0355 19.7952 22.3181 0.41 0.05 -0.03
H 16.2529 19.5589 20.7580 -0.12 0.20 1.07
N 15.7555 12.7568 11.6508 0.53 -1.07 0.35
C 16.1589 11.3987 11.7991 -0.69 1.94 -0.51
C 17.5252 11.4117 11.6612 -0.69 -0.83 0.30
C 17.9338 12.7253 11.4845 2.88 0.56 0.17
C 16.8727 13.5242 11.5027 -1.04 1.30 -0.11
H 14.8442 13.1271 11.8443 -0.11 -0.11 -0.08
H 15.3594 10.6766 11.8673 0.42 -0.27 0.11
H 18.2336 10.6302 11.7019 0.17 -1.06 0.05
H 18.9718 13.1039 11.4829 -0.70 -0.43 -0.20
H 16.9263 14.5993 11.4307 -0.74 -0.09 0.10
N 20.3263 18.3550 18.1653 -0.11 0.24 -0.65
C 19.9814 19.4946 18.8369 1.48 -1.11 -0.15
C 18.7069 19.3783 19.2197 -1.59 -0.67 -0.19
C 18.1845 18.1676 18.6388 1.28 0.14 -0.12
C 19.2560 17.5581 17.9681 -1.62 1.07 1.27
H 21.1861 18.1674 17.7116 1.13 0.00 -0.32
H 20.7384 20.1833 19.0871 0.51 0.70 0.14
H 18.2173 20.0658 19.8700 -0.45 0.34 0.08
H 17.1771 17.8352 18.7336 -0.47 -0.36 0.00
H 19.3234 16.6555 17.4078 0.14 -0.36 -0.26

---

Entry 3:
11
Properties=species:S:1:pos:R:3:forces:R:3 method="wB97M-V/def2-TZVPD" molar_mass_g_mol=117.1 gap_ev=9.492 e_above_lowest_ev=2.788 smiles="Nn1onn/c1=N/O" homo_ev=-9.809 e_tot_ev=-12624.2301
N 0.0299 1.3121 0.4130 -3.16 0.69 -0.05
N -0.3947 0.2446 -0.4998 2.25 3.83 -1.18
O -1.7409 0.1116 -0.6581 0.35 -0.67 1.39
N -1.9875 -1.1031 0.1090 -1.61 -1.03 -0.34
N -0.9749 -1.7424 0.2711 0.33 -0.22 0.02
C 0.1580 -0.9585 -0.1665 -2.35 0.47 -0.01
N 1.3168 -1.3535 -0.1212 3.77 -0.48 1.12
O 2.4268 -0.4653 -0.2018 -2.19 1.04 -0.79
H -0.2836 2.2108 -0.0940 0.75 -1.76 1.05
H -0.6630 1.2352 1.2527 1.62 0.31 -1.50
H 2.1132 0.5086 -0.3043 0.24 -2.18 0.28

---

Entry 4:
36
Properties=species:S:1:pos:R:3:forces:R:3 method="wB97M-V/def2-TZVPD" molar_mass_g_mol=598.3 gap_ev=5.301 e_above_lowest_ev=0.109 charge=-2 homo_ev=-0.308 e_tot_ev=-108372.2566
C -2.0563 -0.8448 -0.8289 0.14 0.43 0.06
C -1.9032 -1.3289 0.4896 -0.07 -0.31 0.23
C -1.9711 -0.2482 1.3888 -0.71 0.47 -0.76
H -1.7860 -2.3776 0.7903 0.18 0.53 -0.28
C -2.2148 0.9346 0.6471 0.01 -0.75 -0.55
C -2.2560 0.5756 -0.7407 0.07 0.40 0.42
H -2.5371 1.2580 -1.5555 0.26 -0.45 0.32
H -2.1091 -1.4248 -1.7499 0.14 0.12 0.32
H -1.8965 -0.2938 2.4603 0.16 -0.11 0.15
H -2.4087 1.9205 1.0488 0.17 0.02 0.00
Pb 0.6121 0.3396 -0.7733 -0.80 -0.63 0.56
Br 1.3701 -1.7818 -2.1735 0.01 -0.28 0.31
C 2.7522 0.6995 -4.8078 -0.82 -0.47 -0.66
C 1.6517 1.4937 -5.2548 0.01 -0.90 0.05
C 0.6605 0.6160 -5.7853 0.87 -0.35 0.40
H 1.5850 2.5730 -5.2113 -0.01 0.07 0.04
C 1.1490 -0.7209 -5.6687 0.70 0.99 0.07
C 2.4465 -0.6668 -5.0812 -0.56 0.99 -0.53
H 3.0926 -1.5105 -4.8905 -0.02 -0.07 0.15
H 3.6687 1.0713 -4.3743 0.10 0.04 0.09
H -0.2913 0.9108 -6.2063 -0.08 0.02 0.02
H 0.6291 -1.6136 -5.9844 -0.06 -0.09 0.03
C 3.2089 -0.2907 1.7304 0.38 0.52 -0.18
C 1.8280 -0.4938 2.3268 -1.28 0.24 0.08
O 0.9373 -0.7105 1.3310 0.22 -0.50 0.55
C 1.9762 -1.6506 3.4221 0.16 0.14 -0.73
F 3.0078 -1.3003 4.2592 -0.48 -0.53 0.01
F 0.9117 -1.9207 4.2066 0.45 0.17 -0.42
F 2.3282 -2.8161 2.8320 -0.11 0.41 0.30
C 1.3340 0.7674 3.1383 -0.18 0.12 -0.39
F 2.2902 1.2212 3.9986 -0.53 0.20 -0.05
F 1.0533 1.7947 2.2815 0.34 -0.61 0.70
F 0.1929 0.5534 3.8627 1.11 0.29 -0.53
H 3.4388 -1.2017 1.1816 -0.02 0.02 -0.11
H 4.0075 -0.0983 2.4491 -0.05 0.19 -0.09
H 3.1038 0.5327 0.9983 0.32 -0.33 0.42